1.
Below is C4H7LiNO3Si as an isolated structure, with properties calculated with ωB97M-V/def2-TZVPD.

Properties
max |F|	0.39	eV/A
E	-19970.50523	eV
HOMO-LUMO gap	8.642	eV

Structure (ORCA input):
```
! RIJCOSX wB97M-V def2-TZVPD def2/J DEFGRID3
* xyz 1 1
H -0.77087 -1.53897 -0.35345
H 0.80069 1.66039 -0.75422
Li -1.74362 -2.82427 -2.16646
O -2.01485 0.64646 -0.62998
H 0.91127 1.77930 2.84756
O 0.22964 -0.34993 2.18377
C 0.99734 0.36624 1.60179
N -3.68014 -0.56516 0.68599
H 2.74257 0.27789 0.31028
C 0.93941 0.58298 -0.88272
H 1.64488 -1.12433 0.28235
H 1.53511 0.42241 -1.78800
Si -0.68809 -0.26508 -1.12644
O 1.26005 1.63193 1.95229
H -0.95102 -0.68777 -2.54903
C 1.69650 -0.03308 0.32052
C -2.90886 0.02099 0.06574
*
```

2.
Below is an isolated ion of composition C4H7N and charge -1 in a non-equilibrium geometry, with properties calculated with ωB97M-V/def2-TZVPD.

Properties
max |F|	1.57	eV/A
E	-5748.85900	eV
HOMO-LUMO gap (alpha / beta)	4.146 / 6.917	eV
energy relative to the best compared isomer or geometry (same formula, charge and spin)	24.20	kcal per mole

Structure (ORCA input):
```
! RIJCOSX wB97M-V def2-TZVPD def2/J DEFGRID3
* xyz -1 2
H 2.55147 -0.68137 0.34482
C 1.88930 -0.71287 -0.52167
H -3.14516 1.54194 0.82654
C 0.72186 0.22612 -0.31842
C -0.23831 -0.06639 0.60407
H -2.57446 0.29590 -0.50243
H 2.49713 -0.44173 -1.38495
H 1.56277 -1.74773 -0.60115
H 0.39271 0.92482 -1.08564
C -2.38228 0.95316 0.34384
N -1.26159 0.67171 1.07703
H -0.01346 -0.96356 1.21796
*
```

3.
Below is a single C4H7N molecule in a non-equilibrium geometry, with properties calculated with ωB97M-V/def2-TZVPD.

Properties
SMILES string	CC(C)C#N
max |F|	5.22	eV/A
E	-5750.38362	eV
HOMO-LUMO gap	12.521	eV
energy relative to the best compared isomer or geometry (same formula, charge and spin)	23.83	kcal per mole

Structure (ORCA input):
```
! RIJCOSX wB97M-V def2-TZVPD def2/J DEFGRID3
* xyz 0 1
C -1.30958 0.13689 0.24342
H 0.45653 -1.50656 -0.66779
H 1.96839 -0.66382 -0.41131
H -1.30504 0.12696 -0.91748
H -2.02317 0.78561 0.73435
N 0.65509 2.11370 -1.50826
C 0.97697 -0.90676 0.06094
H 1.19125 -1.50741 1.01097
H -1.76705 -0.91863 0.45970
H 0.55140 0.66110 1.29582
C 0.47672 1.37892 -0.65086
C 0.12850 0.30001 0.35050
*
```

4.
Below is a single C4H7N molecule in a non-equilibrium geometry, with properties calculated with ωB97M-V/def2-TZVPD.

Properties
SMILES string	CCCC#N
max |F|	3.25	eV/A
E	-5750.92634	eV
HOMO-LUMO gap	12.342	eV
energy relative to the best compared isomer or geometry (same formula, charge and spin)	11.31	kcal per mole

Structure (ORCA input):
```
! RIJCOSX wB97M-V def2-TZVPD def2/J DEFGRID3
* xyz 0 1
C 2.21907 0.10773 -0.11088
C -1.58108 -0.32758 0.20457
C 0.84196 0.36863 0.40425
H -0.00920 -0.70933 -1.23429
N 3.24388 -0.10273 -0.55923
H -1.53182 -1.39955 0.39580
H -2.31117 -0.26642 -0.60248
H 0.93906 -0.32747 1.23738
C -0.27895 0.07274 -0.52456
H -0.53460 0.95571 -1.11032
H 0.92726 1.35984 0.84962
H -1.92441 0.26843 1.05014
*
```